Entry 1:
Molecular formula: C10H16
Method: DFT, wB97M-V/def2-TZVPD

Atoms and positions in Å:
C 1.3730 -1.1590 -0.1371
C 1.9429 -2.1291 -1.1807
C 0.5301 -0.0416 -0.5835
C -0.3764 -0.1874 -1.6744
C 0.5777 1.1875 0.1138
C -1.2306 0.8696 -2.0495
C -0.2713 2.1948 -0.2409
C -1.0721 2.0687 -1.4419
H 0.7890 -1.7607 0.5917
H 2.1554 -0.8367 0.5584
H 1.1936 -2.3476 -1.9398
H -0.5048 -1.0992 -2.2320
H 1.0828 1.1749 1.0713
H -1.9523 0.5773 -2.7981
H -0.3760 3.0553 0.4049
H -1.5588 2.9851 -1.7301
H 2.2660 -3.0530 -0.7270
H 2.7092 -1.5962 -1.7444
C -1.3640 -0.3735 2.5104
C -0.3109 -1.2298 3.1561
H -1.1026 0.6913 2.4328
H -1.5210 -0.6498 1.4628
H -2.3374 -0.2976 2.9929
H -0.1033 -2.1804 2.6724
H -0.5367 -1.3766 4.2166
H 0.6205 -0.6671 3.2370

Forces on the atoms, in the same order (eV/Å):
0.32 -0.92 0.90
-0.70 1.10 -0.69
0.84 -0.23 -0.09
-1.43 1.30 -0.47
-1.01 -0.04 0.54
0.93 -2.89 -0.34
0.60 -0.70 -0.19
0.07 1.66 1.52
-0.44 0.14 -0.31
0.06 0.43 -0.32
-0.12 -0.37 0.11
0.32 -0.32 0.17
0.32 0.33 -0.17
-0.08 0.82 -0.27
0.04 0.23 -0.26
-0.42 -0.06 -0.40
0.32 -0.05 0.02
0.42 -0.38 0.23
-0.59 1.13 -1.12
0.55 0.60 1.26
0.41 -0.19 0.25
-0.26 -0.20 0.04
-0.01 -0.69 0.10
-0.23 -0.09 0.06
-0.16 -0.45 -0.21
0.26 -0.13 -0.36

Summary:
- DFT total energy (a.u.) = -390.2915
- <S²> = 0.767
- charge = +1
- energy above the lowest of the compared OMol25 structures with the same formula, charge and spin (eV) = 0.4995
- LUMO level (spin up / spin down) (eV) = -4.287 / -8.142
- Kohn-Sham gap (spin up / spin down) (eV) = 10.253 / 6.404
- 2S+1 = 2
- max |F| (eV/Å) = 3.06


Entry 2:
Molecular formula: C10H16As2ReS4
Method: DFT, wB97M-V/def2-TZVPD

Atoms and positions in Å:
Re -0.0068 -0.0898 -0.8412
S 1.8569 0.2907 -1.9501
S 2.9753 1.8291 -1.1894
S 2.0178 2.5820 0.3753
S 0.2441 1.4495 0.6100
C -3.5749 0.9138 0.2881
As -2.4986 -0.5727 -0.2856
C -3.5457 -1.4097 -1.6767
C -2.4665 -1.7861 1.2154
C -3.6075 -1.9924 1.9816
C -3.5598 -2.8361 3.0846
C -2.3776 -3.4765 3.4292
C -1.2314 -3.2833 2.6686
C -1.2786 -2.4417 1.5634
As 0.2717 -2.2075 0.4616
C 0.2673 -3.6235 -0.8510
C 1.8553 -2.4264 1.5155
H -4.5990 0.5784 0.4399
H -3.5593 1.6797 -0.4846
H -3.1739 1.3145 1.2167
H -4.3734 -1.9440 -1.2135
H -2.9445 -2.1042 -2.2587
H -3.9317 -0.6306 -2.3318
H -4.5407 -1.5003 1.7378
H -4.4495 -2.9890 3.6806
H -2.3445 -4.1288 4.2912
H -0.3189 -3.7934 2.9500
H 0.4576 -4.5568 -0.3209
H 1.0430 -3.4636 -1.5973
H -0.7116 -3.6780 -1.3233
H 1.8483 -3.4281 1.9415
H 1.8781 -1.6821 2.3081
H 2.7196 -2.3103 0.8651

Forces on the atoms, in the same order (eV/Å):
-0.05 0.02 0.18
-0.05 -0.06 0.01
0.05 0.17 0.07
-0.06 -0.12 0.01
0.15 0.03 -0.19
-0.03 0.08 0.02
0.14 0.01 0.05
-0.03 -0.03 -0.02
0.09 -0.14 0.11
0.04 -0.05 0.00
0.04 -0.03 0.02
-0.03 0.02 -0.02
-0.09 0.01 -0.04
-0.14 0.05 0.03
-0.11 0.16 -0.30
0.00 -0.17 0.11
0.06 0.07 0.04
-0.01 0.01 0.01
-0.01 0.02 0.00
0.00 0.01 0.00
-0.03 0.01 -0.01
0.00 -0.03 0.01
0.00 0.00 -0.02
0.00 0.02 -0.02
0.00 0.00 -0.01
-0.01 0.01 0.00
0.02 0.01 -0.01
-0.02 -0.05 -0.06
0.02 0.02 0.02
0.00 -0.01 -0.02
0.03 -0.01 0.01
0.00 0.00 0.01
0.02 -0.02 0.01

Summary:
- DFT total energy (a.u.) = -6532.6356
- <S²> = 1.030
- charge = +2
- energy above the lowest of the compared OMol25 structures with the same formula, charge and spin (eV) = 0.0000
- LUMO level (spin up / spin down) (eV) = -8.745 / -8.701
- Kohn-Sham gap (spin up / spin down) (eV) = 6.990 / 6.774
- 2S+1 = 2
- max |F| (eV/Å) = 0.36


Entry 3:
Molecular formula: C10H16AuClPrSe
Method: DFT, wB97M-V/def2-TZVPD

Atoms and positions in Å:
Au -0.1189 -0.0541 0.1369
Cl -0.0145 -1.4812 -1.4350
C 1.5839 0.6650 0.7741
H 1.4600 1.3941 1.5832
H 2.1306 1.1554 -0.0419
H 2.2346 -0.1398 1.1411
Pr -0.0441 0.4828 -4.6241
C 1.8801 -0.3043 -4.3011
C -1.8223 -0.5848 -4.2722
C -0.1840 2.2579 -5.1969
H -2.4233 -0.0527 -3.5165
H -2.4279 -0.6174 -5.1926
H -1.6604 -1.6149 -3.9251
H 2.4026 0.3090 -3.5485
H 1.8806 -1.3487 -3.9592
H 2.4723 -0.2399 -5.2285
H 0.6765 2.9142 -5.3893
H -1.1392 2.7724 -5.3733
Se 0.0760 -2.0189 1.5932
C -0.3058 -1.0766 3.2167
C 0.5813 -1.1795 4.2950
C 0.3004 -0.5262 5.4973
C -0.8673 0.2328 5.6242
C -1.7531 0.3381 4.5469
C -1.4742 -0.3172 3.3423
H 1.4819 -1.7738 4.2045
H 0.9838 -0.6123 6.3325
H -1.0862 0.7361 6.5570
H -2.6579 0.9242 4.6461
H -2.1656 -0.2396 2.5132

Forces on the atoms, in the same order (eV/Å):
-1.19 2.80 1.78
-0.61 -3.72 -5.65
2.26 2.11 1.85
0.36 0.00 0.02
-0.25 0.00 -0.05
-0.34 0.09 -0.04
-0.14 -0.63 0.86
4.16 -2.55 0.63
-3.70 -3.19 0.84
-0.52 7.78 -2.85
0.09 -0.13 0.03
-0.01 0.00 -0.11
-0.40 0.02 0.08
-0.10 -0.11 0.03
0.36 0.06 0.08
0.08 -0.02 -0.05
0.36 -0.68 0.35
-0.23 -0.76 0.30
-0.32 -0.83 1.56
0.23 -0.43 0.06
-0.45 0.39 0.39
-0.42 0.08 -0.38
0.12 -0.18 -0.26
0.51 -0.35 -0.18
0.12 0.21 0.82
-0.03 0.02 -0.11
0.03 0.01 0.03
-0.01 0.03 0.03
-0.03 0.02 0.00
0.07 -0.05 -0.03

Summary:
- DFT total energy (a.u.) = -3904.5735
- <S²> = 6.015
- charge = -1
- energy above the lowest of the compared OMol25 structures with the same formula, charge and spin (eV) = 6.6718
- LUMO level (spin up / spin down) (eV) = 2.195 / 1.502
- Kohn-Sham gap (spin up / spin down) (eV) = 5.534 / 5.141
- 2S+1 = 5
- max |F| (eV/Å) = 8.30


Entry 4:
Molecular formula: C10H16AuClPrSe
Method: DFT, wB97M-V/def2-TZVPD

Atoms and positions in Å:
Au -0.0338 -0.0987 -0.8799
Cl 1.1949 2.1606 -1.2798
C -1.1964 -1.6614 -0.0808
H -0.6985 -2.0643 0.7992
H -1.1163 -2.2261 -1.0257
H -2.1636 -1.1723 0.1936
Pr 0.4983 0.7968 -3.4364
C -1.5510 1.3583 -4.5564
C 2.4919 1.4133 -4.6530
C 0.4373 -1.5025 -2.6535
H 3.3444 1.5012 -3.9785
H 2.6960 0.7051 -5.4964
H 2.2831 2.4497 -4.9620
H -2.4804 0.8317 -4.3179
H -1.7606 2.4343 -4.4153
H -1.4256 1.1709 -5.6468
H -0.2879 -2.3179 -3.0068
H 1.3630 -2.1599 -2.7379
Se -0.7078 1.6155 1.3575
C -0.5574 0.6347 2.9372
C -1.5772 0.4313 3.9074
C -1.3666 -0.4384 4.9798
C -0.1297 -1.0902 5.1381
C 0.8773 -0.8958 4.1742
C 0.6790 -0.0352 3.1007
H -2.5525 0.8742 3.6734
H -2.1921 -0.6874 5.6629
H -0.0413 -1.9006 5.8843
H 1.7969 -1.4862 4.2107
H 1.4398 0.0176 2.3207

Forces on the atoms, in the same order (eV/Å):
0.06 0.39 2.47
0.16 0.15 -0.03
-0.62 0.70 -0.14
-0.01 -0.20 -0.18
-0.78 -0.44 1.02
0.63 -0.85 -0.45
0.30 1.02 -1.61
-0.59 0.16 -0.76
0.12 -0.26 -0.35
0.56 -3.31 -0.61
0.27 -0.27 -0.06
0.11 0.84 0.37
0.06 -0.21 -0.51
-0.06 -0.04 0.23
-0.01 -0.14 -0.19
0.05 0.30 0.24
0.11 1.43 0.46
-0.29 1.13 0.28
-0.53 0.42 -0.64
0.53 -1.00 0.84
0.45 -0.05 -0.94
0.22 -0.12 0.05
-0.34 -0.41 -0.47
-0.31 -0.17 0.30
-0.48 -0.38 0.46
0.35 -0.16 0.42
0.40 0.26 -0.29
0.11 0.74 -0.30
-0.23 0.23 0.14
-0.24 0.24 0.23

Summary:
- DFT total energy (a.u.) = -3904.8187
- <S²> = 6.022
- charge = -1
- energy above the lowest of the compared OMol25 structures with the same formula, charge and spin (eV) = 0.0000
- LUMO level (spin up / spin down) (eV) = 2.640 / 1.159
- Kohn-Sham gap (spin up / spin down) (eV) = 5.782 / 5.533
- 2S+1 = 5
- max |F| (eV/Å) = 3.41


Entry 5:
Molecular formula: C10H16B2F6FeN3O8S2
Method: DFT, wB97M-V/def2-TZVPD

Atoms and positions in Å:
Fe -0.9250 -2.0283 0.9459
O -2.7502 -3.0129 4.4318
S -3.2076 -3.5157 3.1506
O -4.3232 -4.4294 3.0299
O 0.6756 -2.4618 2.3117
O -2.3770 -3.3714 1.9605
N 0.4710 -0.5644 0.4827
N 1.8511 -0.8949 0.5254
H 0.2515 -0.2090 -0.4741
H 0.1931 0.1469 1.1997
H 1.8792 -1.5296 1.3337
H 1.9498 -1.4831 -0.2839
C 4.4303 2.1913 0.3661
C 3.1315 2.2069 -0.4196
C 2.0882 3.0325 -0.0056
C 0.8678 3.0132 -0.6542
C 0.6732 2.1238 -1.7192
C 1.7285 1.3815 -2.2559
C 2.9775 1.4003 -1.5754
S -0.9515 2.0546 -2.4965
O -1.6755 3.2536 -2.1860
O -0.6392 1.6611 -3.8484
N -1.6928 0.8310 -1.7288
C -3.0896 0.9516 -1.1543
C -3.1695 1.4702 0.2762
C -2.3254 0.6592 1.2697
O -1.6068 1.1727 2.1657
O -2.3365 -0.6824 1.0120
H 4.4869 3.1074 0.9820
H 5.3343 2.1369 -0.3160
H 4.4780 1.2961 1.0099
H 2.1588 3.6732 0.8985
H 0.0728 3.6737 -0.3746
H 1.5783 0.7411 -3.0905
H 3.7913 0.8425 -1.9731
H -1.4653 -0.0965 -2.0866
H -3.5589 -0.0210 -1.2842
H -3.7013 1.6131 -1.8409
H -4.2227 1.3860 0.6613
H -2.9058 2.5216 0.3270
F 0.5306 -1.6504 -2.1290
B -0.4543 -2.7090 -1.8534
F -1.0071 -3.2079 -3.0431
F 0.2081 -3.6687 -1.0216
F -1.4984 -2.1248 -1.0748
F 0.6145 -4.5455 3.4272
B 1.1661 -3.2922 3.1939
F 2.2959 -3.0432 3.9283

Forces on the atoms, in the same order (eV/Å):
0.17 -0.98 2.21
1.49 -1.72 1.08
-3.84 5.82 -1.10
0.34 -2.57 0.56
-0.27 -0.42 0.26
2.21 -1.58 -0.86
-1.56 1.48 -0.81
0.97 0.38 0.53
0.32 -0.03 1.30
0.75 -0.46 -0.93
0.12 0.06 -0.28
0.29 -0.39 -0.35
0.56 -0.05 -0.56
0.53 -0.45 -0.63
-0.22 0.18 0.61
0.12 -0.86 -0.71
-0.14 0.77 -0.20
0.93 0.31 1.88
-1.96 1.43 0.33
1.34 -0.87 0.18
-0.14 0.20 -0.13
-0.54 0.28 -0.06
-1.18 -0.11 0.53
-0.26 0.73 -1.44
-0.55 -0.46 0.80
2.17 -2.94 0.54
-1.71 -0.49 -1.94
-0.81 4.15 0.52
0.17 -0.52 -0.19
-1.00 0.18 0.70
-0.13 0.38 -0.13
0.30 -0.48 -0.73
-0.36 0.09 0.27
-0.14 -0.33 -0.57
0.53 -0.46 -0.06
0.05 0.30 0.11
0.36 -0.19 0.40
0.76 -0.40 0.80
0.73 0.04 -0.58
0.19 0.10 0.04
-1.10 -0.86 -0.07
1.25 -0.10 -0.28
0.62 0.23 0.87
-0.74 0.70 -0.84
-0.08 -0.15 -0.65
0.71 0.73 0.18
-1.06 -0.46 -0.65
-0.16 -0.21 0.02

Summary:
- DFT total energy (a.u.) = -3866.3436
- <S²> = 8.759
- charge = -2
- energy above the lowest of the compared OMol25 structures with the same formula, charge and spin (eV) = 0.0000
- LUMO level (spin up / spin down) (eV) = 4.323 / 4.323
- Kohn-Sham gap (spin up / spin down) (eV) = 4.237 / 6.939
- 2S+1 = 6
- max |F| (eV/Å) = 7.06


Entry 6:
Molecular formula: C10H16BeCl14F2KNOP
Method: DFT, wB97M-V/def2-TZVPD

Atoms and positions in Å:
O 7.9880 0.5850 0.8807
C 7.2929 1.0374 -0.1735
C 6.0695 2.1292 -0.1315
P 4.3163 1.3783 -0.0404
Cl 4.2287 -0.3304 -1.3191
H 7.5652 0.5968 -1.2469
H 6.1695 2.9438 0.7223
H 6.1256 2.7326 -1.1575
H 3.8944 0.9593 1.2721
H 3.3459 2.3325 -0.5304
C 1.1283 -1.7818 0.6793
Cl -0.3322 -2.4896 -0.0216
Cl 1.4790 -0.2050 -0.0391
H 0.9828 -1.6581 1.7552
H 1.9717 -2.4518 0.4956
C 4.8678 5.9046 -2.5042
Cl 3.6173 6.8717 -1.6823
Cl 6.4576 6.2476 -1.7764
Cl 4.4932 4.1722 -2.3234
Cl 4.9033 6.3271 -4.2347
C 5.1051 9.1531 0.7874
Cl 4.1317 9.2029 2.2670
Cl 5.5057 10.7935 0.2508
Cl 6.5799 8.2052 1.0447
H 4.5166 8.6686 0.0041
F 0.3678 -1.7753 -2.3092
C -3.3468 -4.8223 0.7878
Cl -2.7336 -3.6763 1.9918
Cl -3.0779 -4.2057 -0.8514
Cl -2.5798 -6.4068 0.9899
H -4.4229 -4.9387 0.9398
Be 1.6771 7.5510 -3.1159
Cl 4.3771 8.9760 -4.6628
C -9.0131 -4.2522 1.3381
C -9.3189 -5.7242 1.0799
C -8.1503 -6.6457 1.4348
C -6.9384 -6.2864 0.5908
N -5.9329 -5.9883 -0.1093
H -8.1837 -3.8968 0.7184
H -9.8847 -3.6352 1.0978
H -8.7552 -4.0836 2.3899
H -9.5852 -5.8510 0.0234
H -10.1954 -6.0138 1.6699
H -8.4238 -7.6891 1.2453
H -7.8927 -6.5495 2.4951
F 2.2046 -4.2838 0.1119
K -2.5954 -1.1273 -0.8337

Forces on the atoms, in the same order (eV/Å):
-4.95 3.43 -6.61
3.38 -2.95 4.41
0.75 0.95 -0.41
0.73 -1.64 -1.46
0.71 2.40 1.53
-0.68 1.09 2.21
-0.16 -1.91 -1.50
-0.25 -1.47 2.20
0.44 0.28 -0.86
0.73 -0.72 0.40
-0.24 -0.29 0.31
1.25 -0.36 0.63
-0.61 0.67 0.27
-0.10 0.01 -0.29
-0.03 -0.78 -0.39
1.27 -0.05 -1.49
-0.26 0.01 0.41
-0.81 -0.13 -0.19
-0.32 0.25 -0.06
0.11 -1.53 1.37
-0.01 0.28 -0.07
0.06 -0.09 -0.21
-0.11 -0.37 0.05
-0.14 0.08 0.06
0.28 0.24 0.33
-0.39 0.36 0.04
-0.01 -0.53 0.41
-0.15 0.06 0.06
-0.09 -0.12 -0.14
-0.23 0.51 -0.11
0.45 0.05 -0.19
1.08 0.52 -0.70
-1.34 0.94 0.28
-0.06 0.13 0.04
-0.22 0.37 -0.16
0.66 0.29 -0.79
6.88 1.75 -4.52
-8.17 -2.34 5.50
-0.05 -0.09 0.08
0.13 -0.09 0.08
-0.03 0.01 -0.14
0.05 -0.11 0.20
0.19 -0.11 -0.07
0.27 0.13 -0.04
0.16 0.01 -0.21
0.01 0.63 0.20
-0.17 0.23 -0.46

Summary:
- DFT total energy (a.u.) = -8118.2717
- charge = +1
- LUMO level (eV) = -8.159
- Kohn-Sham gap (eV) = 1.289
- max |F| (eV/Å) = 10.13


Among the records above, which one has the highest max |F|? C10H16BeCl14F2KNOP


Please write out number 4 again, unchanged.
Molecular formula: C10H16AuClPrSe
Method: DFT, wB97M-V/def2-TZVPD

Atoms and positions in Å:
Au -0.0338 -0.0987 -0.8799
Cl 1.1949 2.1606 -1.2798
C -1.1964 -1.6614 -0.0808
H -0.6985 -2.0643 0.7992
H -1.1163 -2.2261 -1.0257
H -2.1636 -1.1723 0.1936
Pr 0.4983 0.7968 -3.4364
C -1.5510 1.3583 -4.5564
C 2.4919 1.4133 -4.6530
C 0.4373 -1.5025 -2.6535
H 3.3444 1.5012 -3.9785
H 2.6960 0.7051 -5.4964
H 2.2831 2.4497 -4.9620
H -2.4804 0.8317 -4.3179
H -1.7606 2.4343 -4.4153
H -1.4256 1.1709 -5.6468
H -0.2879 -2.3179 -3.0068
H 1.3630 -2.1599 -2.7379
Se -0.7078 1.6155 1.3575
C -0.5574 0.6347 2.9372
C -1.5772 0.4313 3.9074
C -1.3666 -0.4384 4.9798
C -0.1297 -1.0902 5.1381
C 0.8773 -0.8958 4.1742
C 0.6790 -0.0352 3.1007
H -2.5525 0.8742 3.6734
H -2.1921 -0.6874 5.6629
H -0.0413 -1.9006 5.8843
H 1.7969 -1.4862 4.2107
H 1.4398 0.0176 2.3207

Forces on the atoms, in the same order (eV/Å):
0.06 0.39 2.47
0.16 0.15 -0.03
-0.62 0.70 -0.14
-0.01 -0.20 -0.18
-0.78 -0.44 1.02
0.63 -0.85 -0.45
0.30 1.02 -1.61
-0.59 0.16 -0.76
0.12 -0.26 -0.35
0.56 -3.31 -0.61
0.27 -0.27 -0.06
0.11 0.84 0.37
0.06 -0.21 -0.51
-0.06 -0.04 0.23
-0.01 -0.14 -0.19
0.05 0.30 0.24
0.11 1.43 0.46
-0.29 1.13 0.28
-0.53 0.42 -0.64
0.53 -1.00 0.84
0.45 -0.05 -0.94
0.22 -0.12 0.05
-0.34 -0.41 -0.47
-0.31 -0.17 0.30
-0.48 -0.38 0.46
0.35 -0.16 0.42
0.40 0.26 -0.29
0.11 0.74 -0.30
-0.23 0.23 0.14
-0.24 0.24 0.23

Summary:
- DFT total energy (a.u.) = -3904.8187
- <S²> = 6.022
- charge = -1
- energy above the lowest of the compared OMol25 structures with the same formula, charge and spin (eV) = 0.0000
- LUMO level (spin up / spin down) (eV) = 2.640 / 1.159
- Kohn-Sham gap (spin up / spin down) (eV) = 5.782 / 5.533
- 2S+1 = 5
- max |F| (eV/Å) = 3.41


max |F| of number 2 (C10H16As2ReS4)? 0.36 eV/Å